Entry 1:
{
  "formula": "C3H4OS2",
  "method": "ωB97M-V/def2-TZVPD",
  "species": ["C", "C", "C", "H", "H", "H", "H", "O", "S", "S"],
  "positions_angstrom": [[-1.51017, -0.73768, -0.01361], [1.39445, -0.15905, -0.10694], [0.97289, 1.38547, -0.13078], [-1.42811, -0.26652, 1.07550], [-2.18779, -0.24898, -0.81979], [-1.94488, -1.76232, 0.41976], [1.77876, 2.18115, 0.04483], [-0.19324, 1.65862, -0.17269], [0.06682, -1.41593, -0.22350], [3.05124, -0.63475, -0.07279]],
  "atomic_forces_ev_per_a": [[-2.501, -0.846, 3.882], [1.424, -0.411, -0.528], [0.355, -1.099, 0.997], [-0.774, 0.042, -2.687], [1.666, -0.762, 1.527], [0.004, 1.950, -1.519], [-0.558, -1.162, -0.446], [0.415, 0.392, -0.347], [3.453, 0.807, -0.874], [-3.483, 1.089, -0.005]],
  "relative_energy_kcal_mol": 60.3,
  "spin_multiplicity": 1,
  "e_lumo_ev": -1.39,
  "smiles": "CSC(=S)C=O"
}

---

Entry 2:
{
  "formula": "C5H14NS",
  "method": "ωB97M-V/def2-TZVPD",
  "species": ["C", "C", "C", "C", "S", "C", "N", "H", "H", "H", "H", "H", "H", "H", "H", "H", "H", "H", "H", "H", "H"],
  "positions_angstrom": [[-1.91101, 0.22433, 2.11964], [-0.96940, 0.51171, 0.94555], [0.41701, -0.00169, 0.83780], [1.52240, 0.53932, -0.07913], [1.15280, 0.93211, -1.79964], [2.10819, -0.66477, -2.58016], [-1.74905, -0.04962, -0.33364], [-2.24643, -0.80052, 2.16661], [-2.82036, 0.86143, 2.19089], [-1.45715, 0.49170, 3.23433], [-0.87642, 1.60494, 0.71607], [0.66093, 0.13866, 1.92312], [0.42409, -1.12383, 0.61545], [2.06154, 1.36139, 0.31107], [2.45157, -0.24911, -0.04913], [2.91889, -0.29818, -3.33215], [1.47259, -1.37059, -3.18556], [2.58867, -1.44915, -1.91662], [-1.98812, 0.64346, -1.00502], [-1.13716, -0.78634, -0.88064], [-2.62355, -0.51525, 0.10116]],
  "atomic_forces_ev_per_a": [[0.988, 1.336, 3.408], [-1.702, 1.718, -3.172], [1.132, -2.676, 1.870], [2.001, -1.894, 0.402], [1.550, -2.955, -0.971], [0.480, -0.195, -1.645], [0.800, -2.002, 2.119], [0.144, -0.328, -0.021], [0.622, -0.333, -0.877], [-0.394, -0.778, -2.786], [-0.488, -0.718, 0.615], [1.020, -0.408, -0.709], [-0.329, 1.335, 0.747], [-0.071, 1.347, 0.685], [-2.547, 1.598, -0.220], [-1.448, -0.328, 1.562], [-0.126, 1.316, 0.461], [-0.486, 1.737, 0.152], [-0.744, 1.298, -1.033], [-0.974, 0.637, 0.720], [0.572, 0.292, -1.307]],
  "relative_energy_kcal_mol": 97.0,
  "s_squared": 0.75,
  "spin_multiplicity": 2,
  "e_lumo_ev": [0.61, 0.54]
}

---

Entry 3:
{
  "formula": "BaH14O7",
  "method": "ωB97M-V/def2-TZVPD",
  "species": ["Ba", "O", "H", "H", "O", "H", "H", "O", "H", "H", "O", "H", "H", "O", "H", "H", "O", "H", "H", "O", "H", "H"],
  "positions_angstrom": [[1.33419, -13.70240, -11.89949], [3.54161, -14.01110, -10.13701], [3.96362, -13.17244, -10.03628], [4.27021, -14.57401, -10.38314], [-1.31846, -12.44952, -11.37264], [-1.75578, -13.22915, -11.77222], [-1.58797, -12.50162, -10.48151], [1.99010, -16.40094, -12.01277], [2.43776, -16.95503, -12.63928], [2.29194, -16.68423, -11.12557], [3.60654, -14.24563, -13.27274], [4.20721, -13.54423, -13.42877], [4.03620, -14.97764, -13.68758], [2.37204, -11.88364, -13.87531], [2.03371, -11.02450, -14.15260], [3.13800, -12.09781, -14.44211], [-1.03427, -15.30917, -12.21637], [-1.49770, -15.49871, -13.03849], [-1.45399, -15.97253, -11.67598], [0.32311, -15.15223, -9.49882], [0.73121, -15.16624, -8.63848], [-0.32543, -14.47668, -9.39241]],
  "atomic_forces_ev_per_a": [[-0.162, -0.337, -0.036], [-0.975, -0.310, -0.359], [0.518, 1.144, 0.513], [0.413, -0.646, -0.115], [0.884, -1.029, -1.823], [0.021, 0.515, 0.066], [-0.748, 0.397, 1.826], [-0.077, 0.651, 1.261], [0.310, -0.643, -0.475], [-0.292, -0.085, -0.670], [-0.912, -0.300, 0.426], [1.054, 1.277, -0.089], [0.307, -1.118, -0.427], [0.263, -0.378, 0.117], [0.154, 0.099, -0.163], [-0.770, 0.428, 0.110], [-0.188, 0.350, -0.559], [0.109, 0.276, -0.617], [0.101, -0.504, 1.039], [0.684, -0.094, -0.956], [0.516, -0.337, 0.699], [-1.210, 0.643, 0.231]],
  "relative_energy_kcal_mol": 22.7,
  "charge": 2,
  "spin_multiplicity": 1,
  "e_lumo_ev": -6.59
}

---

Entry 4:
{
  "formula": "C16H33BBrClO14S",
  "method": "ωB97M-V/def2-TZVPD",
  "species": ["O", "S", "O", "Cl", "C", "C", "C", "C", "B", "Br", "H", "H", "H", "H", "H", "H", "H", "H", "H", "C", "O", "C", "O", "O", "C", "H", "H", "H", "H", "H", "H", "C", "O", "C", "O", "O", "C", "H", "H", "H", "H", "H", "H", "C", "O", "C", "O", "O", "C", "H", "H", "H", "H", "H", "H", "C", "O", "C", "O", "O", "C", "H", "H", "H", "H", "H", "H"],
  "positions_angstrom": [[-0.01497, -0.95122, 0.86262], [0.79297, 0.14145, 1.30009], [0.22371, 1.23009, 2.02738], [1.63063, 0.93554, -0.39016], [2.22447, -0.49631, 2.14599], [3.39981, 0.46045, 2.30517], [3.09079, 1.82047, 2.93654], [2.29355, 1.77993, 4.24879], [1.34304, 2.99285, 4.48352], [0.36104, 3.10984, 6.11656], [2.50035, -1.38837, 1.58290], [1.80128, -0.81796, 3.10124], [3.84125, 0.61254, 1.31835], [4.14901, -0.07091, 2.89932], [4.04961, 2.30649, 3.13192], [2.58387, 2.44984, 2.20160], [1.67087, 0.88367, 4.33591], [2.97141, 1.72924, 5.10963], [1.18922, 3.87916, 3.70926], [0.62568, -2.05988, -2.15923], [0.45848, -2.78160, -3.38875], [1.57140, -3.34382, -3.85646], [2.65842, -3.29399, -3.34293], [1.27147, -3.96549, -4.99670], [2.38267, -4.61502, -5.62627], [-0.35262, -1.66013, -1.91170], [0.96295, -2.72801, -1.36978], [1.34526, -1.25595, -2.29327], [2.79821, -5.37753, -4.97036], [3.15596, -3.88995, -5.87267], [1.98159, -5.06536, -6.52849], [-2.36339, -3.74797, -4.85519], [-3.61556, -3.12410, -4.53374], [-4.36908, -3.81365, -3.68269], [-4.09022, -4.87611, -3.18915], [-5.48936, -3.12438, -3.45895], [-6.39450, -3.75552, -2.54773], [-1.86677, -3.07074, -5.54374], [-1.76233, -3.88109, -3.96002], [-2.53064, -4.71215, -5.33198], [-5.92467, -3.89026, -1.57516], [-6.70866, -4.72440, -2.93154], [-7.24353, -3.08374, -2.46997], [0.94807, 5.54235, 12.10166], [-0.42439, 5.30349, 11.77153], [-0.64698, 5.10257, 10.47300], [0.18858, 5.10849, 9.60659], [-1.95071, 4.89490, 10.29820], [-2.33024, 4.66070, 8.93788], [0.96700, 5.68509, 13.17740], [1.56195, 4.68920, 11.81894], [1.31329, 6.43206, 11.59213], [-1.83564, 3.77235, 8.54977], [-2.07463, 5.51584, 8.31504], [-3.40571, 4.51467, 8.95495], [-0.36110, -0.18996, -5.16797], [-0.54306, -0.49751, -6.55517], [0.08515, 0.32932, -7.38779], [0.76925, 1.26724, -7.06870], [-0.16240, -0.06436, -8.63690], [0.45797, 0.74517, -9.64168], [-0.91733, -0.94863, -4.62807], [0.69456, -0.23709, -4.90487], [-0.74872, 0.80196, -4.94254], [1.54050, 0.72877, -9.52979], [0.10561, 1.77268, -9.57402], [0.16632, 0.30471, -10.58978]],
  "atomic_forces_ev_per_a": [[0.010, 0.032, 0.040], [-0.081, -0.044, 0.048], [0.021, -0.045, -0.045], [0.058, 0.096, -0.038], [0.003, -0.088, -0.050], [0.016, 0.041, -0.033], [0.042, 0.019, 0.019], [0.137, 0.165, 0.030], [0.019, -0.090, -0.103], [-0.045, 0.033, 0.068], [0.005, 0.028, 0.011], [-0.013, 0.004, -0.031], [0.062, 0.021, 0.064], [-0.072, -0.024, 0.023], [-0.026, 0.035, -0.088], [-0.068, -0.069, 0.047], [-0.027, 0.035, 0.018], [-0.023, -0.112, 0.003], [-0.001, 0.011, 0.025], [-0.033, -0.032, -0.014], [0.015, -0.032, 0.081], [-0.011, 0.015, -0.033], [-0.010, -0.002, -0.005], [-0.001, -0.002, 0.010], [-0.005, -0.005, -0.011], [0.002, -0.001, -0.009], [0.015, 0.013, 0.001], [0.015, -0.003, 0.021], [0.004, 0.005, 0.001], [0.002, -0.002, 0.006], [0.001, 0.001, 0.002], [0.036, 0.002, -0.074], [-0.014, -0.001, -0.003], [0.022, 0.022, 0.043], [-0.010, 0.000, -0.020], [0.003, -0.009, -0.013], [-0.013, 0.008, 0.000], [-0.004, 0.003, 0.007], [-0.004, -0.012, -0.006], [-0.018, -0.006, 0.022], [0.002, -0.005, -0.003], [0.005, -0.001, 0.004], [0.002, -0.002, -0.001], [0.002, 0.002, 0.014], [-0.002, -0.001, -0.008], [-0.002, 0.003, -0.004], [0.000, -0.011, 0.004], [0.017, 0.002, 0.012], [-0.061, -0.011, -0.059], [-0.001, 0.000, -0.003], [0.000, 0.003, -0.005], [0.001, -0.004, -0.004], [0.023, 0.005, 0.004], [0.028, -0.006, 0.006], [0.005, 0.003, 0.023], [-0.052, 0.000, 0.037], [-0.017, 0.002, -0.008], [0.058, -0.037, 0.004], [-0.026, 0.005, -0.004], [-0.012, 0.010, 0.008], [-0.006, -0.004, -0.013], [0.007, 0.002, -0.002], [0.000, 0.016, -0.003], [0.022, 0.012, -0.027], [-0.002, 0.004, 0.004], [0.005, 0.000, 0.003], [0.000, 0.001, 0.003]],
  "spin_multiplicity": 1,
  "e_lumo_ev": 0.15,
  "smiles": "O=S(=O)(Cl)CCCCBBr.COC(=O)OC.COC(=O)OC.COC(=O)OC.COC(=O)OC"
}